Record 1
73
Properties=species:S:1:pos:R:3 method="wB97M-V/def2-TZVPD" total_charge=-1
In -0.105 -0.515 0.406
N 1.656 3.502 1.591
C 0.844 2.423 1.397
S 1.499 0.914 1.821
N -0.347 2.698 0.932
N -1.158 1.695 0.614
C -2.403 1.983 0.414
C -2.899 3.373 0.536
C -2.348 4.381 -0.250
C -2.775 5.687 -0.108
C -3.742 6.007 0.830
C -4.305 5.009 1.608
C -3.888 3.698 1.460
C -3.340 0.921 0.102
C -4.599 1.207 -0.440
C -5.472 0.166 -0.686
C -5.059 -1.126 -0.396
C -3.778 -1.315 0.099
N -2.946 -0.326 0.360
H 2.451 3.339 2.188
H 1.200 4.400 1.650
H -1.587 4.129 -0.971
H -2.348 6.460 -0.730
H -4.056 7.032 0.958
H -5.067 5.253 2.335
H -4.316 2.920 2.077
H -4.865 2.225 -0.683
H -6.444 0.352 -1.115
H -5.706 -1.971 -0.566
H -3.398 -2.309 0.296
C 1.983 -0.116 -2.610
N 1.670 0.899 -1.605
C 0.899 1.955 -2.249
N 1.609 2.557 -3.375
C 1.907 1.496 -4.333
N 2.713 0.436 -3.745
C 3.950 1.019 -3.241
N 3.698 2.061 -2.254
C 2.936 1.475 -1.152
C 2.877 3.088 -2.882
H 1.051 -0.564 -2.963
H 2.598 -0.887 -2.146
H 0.689 2.741 -1.515
H -0.046 1.534 -2.608
H 2.454 1.925 -5.180
H 0.966 1.070 -4.691
H 4.505 1.451 -4.081
H 4.550 0.232 -2.777
H 2.736 2.267 -0.425
H 3.531 0.691 -0.677
H 3.430 3.516 -3.727
H 2.666 3.876 -2.152
I 0.559 -2.691 3.252
C -0.958 -1.688 2.112
H -1.448 -1.001 2.797
H -1.655 -2.454 1.798
N -4.994 -0.497 -3.628
C -3.872 -0.605 -3.378
N -2.607 -0.714 -3.211
C -1.797 -0.750 -2.273
N -0.871 -0.807 -1.554
F 3.361 -6.757 -0.292
C 2.984 -5.461 -0.228
C 3.934 -4.456 -0.083
F 5.238 -4.787 -0.016
C 3.546 -3.133 -0.021
F 4.492 -2.172 0.086
C 2.184 -2.731 -0.068
O 1.847 -1.512 0.025
C 1.264 -3.792 -0.242
F -0.053 -3.454 -0.319
C 1.641 -5.115 -0.321
F 0.716 -6.078 -0.496

---

Record 2
59
Properties=species:S:1:pos:R:3 method="wB97M-V/def2-TZVPD" total_charge=+1
F 2.210 -5.023 5.155
C 1.731 -3.884 4.548
C 0.790 -3.117 5.233
C 0.355 -1.932 4.610
C 0.841 -1.560 3.370
C 1.778 -2.362 2.651
C 2.182 -1.886 1.371
C 3.294 -2.319 0.596
C 3.615 -1.536 -0.557
C 4.633 -1.905 -1.426
C 5.381 -3.070 -1.194
C 5.130 -3.827 -0.043
C 4.140 -3.441 0.852
C 2.209 -3.569 3.289
H 0.432 -3.423 6.208
H -0.383 -1.306 5.111
H 0.506 -0.638 2.890
H 1.626 -1.028 0.987
H 3.027 -0.637 -0.723
H 4.843 -1.283 -2.295
H 6.170 -3.368 -1.886
H 5.714 -4.725 0.171
H 4.025 -4.019 1.761
H 2.875 -4.267 2.801
C 0.818 2.049 -0.897
N -0.303 1.629 -1.713
C -1.382 0.789 -1.209
H -0.906 -0.189 -0.863
C -2.140 1.362 -0.014
C -2.728 2.644 -0.098
C -3.386 3.191 0.999
C -3.481 2.454 2.195
N -4.124 3.024 3.327
O -4.189 2.356 4.385
O -4.606 4.176 3.241
C -2.925 1.165 2.277
C -2.264 0.622 1.177
N -2.198 0.599 -2.409
C -3.522 -0.001 -2.400
C -1.707 1.357 -3.462
C -0.507 1.964 -3.040
C 0.185 2.842 -3.880
C -0.365 3.132 -5.134
C -1.582 2.563 -5.535
C -2.267 1.671 -4.705
H 1.501 2.694 -1.469
H 0.489 2.603 -0.001
H 1.393 1.170 -0.554
H -2.668 3.227 -1.023
H -3.824 4.182 0.953
H -3.020 0.618 3.210
H -1.832 -0.386 1.232
H -4.008 0.122 -3.380
H -3.486 -1.084 -2.195
H -4.168 0.460 -1.634
H 1.133 3.270 -3.544
H 0.152 3.806 -5.815
H -1.991 2.823 -6.508
H -3.218 1.221 -4.995

---

Summary of HOMO-LUMO gap in eV
7.07; 2.55
(order as listed above)
Summary of energy relative to the best compared isomer or geometry (same formula, charge and spin) in kcal/mol
2.7; 24.6
(order as listed above)